C5H12N2O in the gas phase. Source: OMol25; level of theory: ωB97M-V/def2-TZVPD.

gap between HOMO and LUMO	10.575	eV
E_tot	-10407.9672	eV
total charge	0

Positions of all 20 atoms, in Å:
H (0.08616, 1.49604, 2.55783)
C (0.44158, -2.39426, -0.69289)
H (-1.49347, -1.83695, -1.37255)
N (-0.84855, -2.56110, -1.10795)
H (1.48451, -1.04850, 0.48645)
H (-0.37237, 3.28594, 0.99314)
H (-1.04055, -0.24156, -0.14386)
C (-0.08578, 0.16166, -0.47482)
H (-0.19099, 2.90595, -0.73465)
C (0.21649, 1.25795, 0.54921)
H (-1.11675, -3.49753, -1.36828)
H (-0.20261, 0.57934, -1.47515)
C (-0.53978, 2.53909, 0.22538)
H (1.71038, -0.88758, -1.20797)
H (-1.61098, 2.33585, 0.20766)
H (0.34303, -0.03620, 2.16196)
N (-0.17765, 0.78943, 1.87571)
C (0.92563, -0.97738, -0.45127)
O (1.18305, -3.34453, -0.53087)
H (1.28864, 1.47434, 0.50292)

Results of the natural (NBO) charge analysis, in e, for atoms 1 through 8: H 0.355; C 0.682; H 0.396; N -0.832; H 0.231; H 0.206; H 0.209; C -0.422